{
  "formula": "C25H66N7O26P3",
  "method": "ωB97M-V/def2-TZVPD",
  "total_energy_ev": -118515.5996,
  "gap_ev": 9.796,
  "e_homo_ha": -0.375,
  "smiles": "CCOP(=O)(OCC)OCC.CCOP(=O)(OCC)OCC.CCOP(=O)(OCC)OCC.C[N+](=O)[O-].C[N+](=O)[O-].C[N+](=O)[O-].C[N+](=O)[O-].C[N+](=O)[O-].C[N+](=O)[O-].C[N+](=O)[O-]",
  "symbols": ["C", "C", "O", "P", "O", "O", "C", "C", "O", "C", "C", "H", "H", "H", "H", "H", "H", "H", "H", "H", "H", "H", "H", "H", "H", "H", "C", "C", "O", "P", "O", "O", "C", "C", "O", "C", "C", "H", "H", "H", "H", "H", "H", "H", "H", "H", "H", "H", "H", "H", "H", "H", "C", "C", "O", "P", "O", "O", "C", "C", "O", "C", "C", "H", "H", "H", "H", "H", "H", "H", "H", "H", "H", "H", "H", "H", "H", "H", "C", "N", "O", "O", "H", "H", "H", "C", "N", "O", "O", "H", "H", "H", "C", "N", "O", "O", "H", "H", "H", "C", "N", "O", "O", "H", "H", "H", "C", "N", "O", "O", "H", "H", "H", "C", "N", "O", "O", "H", "H", "H", "C", "N", "O", "O", "H", "H", "H"],
  "coordinates": [[-7.94808, 20.86246, 25.42589], [-7.63337, 21.37036, 24.05524], [-6.51078, 20.58276, 23.59512], [-6.02346, 20.69370, 22.04723], [-5.70083, 19.40555, 21.42445], [-4.86669, 21.78374, 22.14645], [-3.53496, 21.40056, 21.69898], [-2.78609, 22.71903, 21.48144], [-7.30012, 21.43016, 21.32495], [-7.24419, 21.53958, 19.89779], [-6.04449, 22.25910, 19.32662], [-8.26354, 19.82731, 25.54106], [-7.06938, 21.12479, 26.02371], [-8.76262, 21.37975, 25.94697], [-8.47823, 21.24377, 23.37775], [-7.27616, 22.40444, 24.08835], [-2.98546, 20.83841, 22.45574], [-3.60218, 20.80530, 20.79165], [-2.48142, 23.18382, 22.41342], [-1.93212, 22.44492, 20.85630], [-3.41328, 23.36202, 20.86456], [-7.33670, 20.55253, 19.42637], [-8.20804, 21.97854, 19.62794], [-6.38408, 22.53200, 18.32468], [-5.88581, 23.20576, 19.84713], [-5.13684, 21.66372, 19.36176], [-5.20585, 15.69778, 23.61550], [-4.87867, 15.48085, 25.09095], [-3.92622, 16.42938, 25.58653], [-2.50183, 15.78442, 25.83981], [-1.82680, 15.18310, 24.68429], [-1.67699, 17.03368, 26.42397], [-0.95361, 17.90497, 25.54829], [0.24415, 18.40668, 26.31062], [-2.66664, 14.82000, 27.06982], [-1.61654, 13.92924, 27.43080], [-2.18250, 12.96866, 28.46803], [-5.93628, 15.03794, 23.14798], [-5.54214, 16.71509, 23.40414], [-4.29840, 15.55731, 23.01898], [-5.84873, 15.57439, 25.58107], [-4.58339, 14.43910, 25.21353], [-0.51924, 17.32541, 24.73552], [-1.56442, 18.72641, 25.17813], [0.02596, 18.76532, 27.31484], [0.87529, 17.51519, 26.39362], [0.83152, 19.16619, 25.79823], [-1.34684, 13.26702, 26.60167], [-0.69195, 14.44042, 27.69581], [-1.62187, 12.05165, 28.62239], [-2.32910, 13.44806, 29.44185], [-3.21459, 12.77012, 28.17254], [-3.85135, 28.79426, 26.93634], [-2.33898, 28.80299, 27.09040], [-1.76596, 29.28440, 25.86733], [-0.64418, 28.45843, 25.08850], [0.26484, 27.73695, 25.99353], [-1.38684, 27.55703, 24.03908], [-1.68368, 26.16243, 24.08380], [-2.52293, 25.76335, 25.27014], [0.11945, 29.47930, 24.10185], [1.04840, 30.45636, 24.49781], [0.78794, 31.05968, 25.88521], [-4.23473, 29.81166, 27.05675], [-4.13334, 28.37234, 25.97774], [-4.36734, 28.30094, 27.76346], [-2.03932, 29.52476, 27.84913], [-2.02270, 27.81568, 27.42594], [-2.31695, 25.93951, 23.22350], [-0.75881, 25.59715, 23.96594], [-2.06034, 25.75613, 26.25862], [-3.35435, 26.46742, 25.31810], [-2.88716, 24.75164, 25.10360], [2.08155, 30.12304, 24.36530], [1.02347, 31.31829, 23.82143], [-0.28467, 31.20159, 25.98852], [1.22275, 30.48974, 26.70822], [1.29375, 32.02141, 26.00331], [0.94514, 23.02053, 25.07464], [-0.35276, 22.33225, 24.90083], [-1.38609, 22.95283, 24.85208], [-0.29171, 21.13086, 24.84448], [0.93341, 24.07805, 24.82653], [1.66054, 22.59003, 24.37745], [1.31025, 22.86204, 26.08310], [1.33266, 21.62652, 19.96465], [1.35904, 21.87078, 21.40740], [2.16244, 21.20583, 22.06045], [0.63018, 22.70892, 21.90916], [1.62250, 22.53520, 19.44150], [0.28496, 21.43740, 19.72369], [1.94510, 20.77983, 19.68757], [3.78426, 22.51162, 28.61212], [2.71998, 21.58558, 28.15144], [1.78914, 21.35194, 28.89608], [2.86923, 21.04350, 27.07896], [4.53951, 22.40792, 27.84071], [4.13787, 22.16300, 29.57904], [3.35641, 23.50182, 28.74980], [0.57579, 18.36708, 22.41437], [0.25228, 18.19329, 20.97303], [-0.60377, 18.89506, 20.49935], [0.95186, 17.41046, 20.38552], [-0.18270, 18.94950, 22.92946], [1.48050, 18.97004, 22.49027], [0.74140, 17.37912, 22.82806], [-3.66856, 20.46485, 25.70007], [-3.24620, 20.57946, 27.13895], [-4.04449, 20.83141, 28.00599], [-2.03891, 20.50633, 27.31661], [-4.67805, 20.86412, 25.66465], [-3.65831, 19.37819, 25.59805], [-2.96627, 20.97635, 25.05660], [3.32649, 25.97353, 25.43950], [4.28611, 26.97296, 24.90755], [5.41228, 26.64228, 24.62101], [3.87863, 28.11652, 24.83135], [3.01399, 26.41974, 26.38244], [3.84798, 25.02396, 25.42485], [2.40828, 25.97398, 24.85581], [0.40109, 24.02950, 30.16015], [0.40155, 24.44669, 28.74173], [1.22172, 25.27020, 28.36388], [-0.47033, 23.99044, 28.01817], [1.16702, 24.50121, 30.76218], [0.62520, 22.97173, 30.00444], [-0.58789, 24.11601, 30.59625]]
}